(1)
Entry from the OMol25 dataset: C54H59AsN4Ru as an isolated structure (ωB97M-V/def2-TZVPD).

Structure (XYZ):
```
119
C54H59AsN4Ru, DFT ωB97M-V/def2-TZVPD
Ru -0.36 -0.54 0.85
C 5.87 -1.39 1.43
C 4.85 -2.34 2.08
C 3.50 -2.30 1.42
C 2.98 -3.19 0.53
C 3.62 -4.44 0.00
C 3.14 -5.70 0.74
C 1.66 -2.74 0.22
N 1.37 -1.59 0.91
C 2.49 -1.30 1.65
C 2.63 -0.19 2.50
C 1.66 0.73 2.77
C 1.81 1.86 3.71
C 3.07 2.15 4.46
C 4.10 2.90 3.60
C 0.64 2.51 3.75
C -0.28 1.81 2.83
C -1.57 2.15 2.62
C -2.48 1.46 1.77
N -2.17 0.36 1.02
C -3.31 0.03 0.32
C -3.41 -1.02 -0.60
C -2.43 -1.92 -0.91
N -1.19 -1.98 -0.31
C -0.51 -3.02 -0.94
C 0.77 -3.38 -0.70
C -1.39 -3.64 -1.95
C -2.55 -2.97 -1.94
C -3.72 -3.13 -2.85
C -3.70 -2.10 -3.99
C -1.00 -4.80 -2.81
C -1.12 -6.14 -2.07
C -4.37 0.95 0.65
C -3.85 1.84 1.56
C -4.54 2.98 2.23
C -5.06 2.62 3.63
C -5.76 0.88 0.13
C -6.63 -0.14 0.89
N 0.39 0.75 2.23
C 0.27 3.71 4.55
C 0.42 5.01 3.74
H 6.79 -1.37 2.00
H 6.10 -1.71 0.41
H 5.47 -0.37 1.37
H 5.23 -3.36 2.05
H 4.74 -2.09 3.14
H 3.41 -4.54 -1.07
H 4.70 -4.35 0.09
H 2.06 -5.84 0.63
H 3.64 -6.59 0.35
H 3.35 -5.62 1.81
H 3.59 -0.06 2.99
H 2.83 2.75 5.35
H 3.50 1.22 4.82
H 3.71 3.87 3.29
H 5.02 3.06 4.16
H 4.34 2.33 2.70
H -1.95 3.02 3.14
H -4.36 -1.13 -1.13
H 1.16 -4.23 -1.25
H -3.72 -4.14 -3.26
H -4.65 -3.03 -2.28
H -2.81 -2.23 -4.61
H -4.58 -2.21 -4.63
H -3.68 -1.08 -3.60
H -1.63 -4.81 -3.70
H 0.03 -4.66 -3.16
H -2.16 -6.33 -1.79
H -0.78 -6.96 -2.70
H -0.52 -6.14 -1.16
H -3.85 3.83 2.31
H -5.37 3.32 1.60
H -4.26 2.21 4.25
H -5.46 3.50 4.13
H -5.85 1.87 3.56
H -6.22 1.86 0.18
H -5.75 0.61 -0.93
H -6.67 0.11 1.96
H -7.65 -0.15 0.51
H -6.22 -1.15 0.81
H -0.76 3.61 4.90
H 0.90 3.76 5.44
H -0.19 4.98 2.83
H 0.10 5.87 4.34
H 1.46 5.17 3.45
C -0.54 -0.75 -5.82
C 0.03 -1.61 -4.88
C 0.29 -1.15 -3.60
C 0.00 0.16 -3.24
C -0.60 1.01 -4.17
C -0.87 0.55 -5.46
As 0.37 0.76 -1.43
C 2.31 0.85 -1.30
C 3.16 0.00 -2.00
C 4.53 0.07 -1.80
C 5.06 0.98 -0.89
C 4.22 1.81 -0.17
C 2.84 1.74 -0.37
C -0.10 2.63 -1.49
C 0.72 3.58 -2.08
C 0.29 4.90 -2.19
C -0.96 5.26 -1.72
C -1.79 4.31 -1.15
C -1.36 2.99 -1.03
H -0.75 -1.10 -6.82
H 0.26 -2.63 -5.15
H 0.69 -1.84 -2.86
H -0.86 2.03 -3.91
H -1.33 1.22 -6.17
H 2.76 -0.70 -2.72
H 5.19 -0.59 -2.35
H 6.14 1.04 -0.74
H 4.62 2.52 0.54
H 2.19 2.39 0.21
H 1.70 3.30 -2.45
H 0.94 5.64 -2.64
H -1.30 6.28 -1.81
H -2.78 4.59 -0.79
H -2.01 2.25 -0.59
```

Output
LUMO (spin up / spin down) in eV: -2.98 / -5.03
Spin multiplicity: 6
⟨S²⟩: 8.805
Charge: +1
Orbital gap (spin up / spin down) in eV: 4.90 / 5.00
Calculated total energy in eV: -126333.0536

Results of the Löwdin charge analysis, in e, for atoms 1 through 99:
1. Ru 1.323
2. C -0.074
3. C -0.174
4. C -0.118
5. C -0.132
6. C -0.186
7. C -0.075
8. C -0.189
9. N -0.040
10. C -0.189
11. C 0.035
12. C -0.211
13. C -0.114
14. C -0.173
15. C -0.067
16. C -0.113
17. C -0.203
18. C 0.040
19. C -0.212
20. N -0.056
21. C -0.206
22. C 0.040
23. C -0.204
24. N -0.066
25. C -0.238
26. C 0.023
27. C -0.132
28. C -0.113
29. C -0.173
30. C -0.066
31. C -0.186
32. C -0.069
33. C -0.128
34. C -0.137
35. C -0.184
36. C -0.071
37. C -0.179
38. C -0.070
39. N -0.053
40. C -0.178
41. C -0.070
42. H 0.079
43. H 0.077
44. H 0.050
45. H 0.109
46. H 0.115
47. H 0.110
48. H 0.108
49. H 0.068
50. H 0.077
51. H 0.080
52. H 0.110
53. H 0.110
54. H 0.115
55. H 0.074
56. H 0.080
57. H 0.046
58. H 0.107
59. H 0.107
60. H 0.109
61. H 0.110
62. H 0.113
63. H 0.063
64. H 0.079
65. H 0.073
66. H 0.111
67. H 0.109
68. H 0.082
69. H 0.078
70. H 0.069
71. H 0.107
72. H 0.108
73. H 0.076
74. H 0.077
75. H 0.069
76. H 0.107
77. H 0.109
78. H 0.069
79. H 0.077
80. H 0.075
81. H 0.111
82. H 0.110
83. H 0.073
84. H 0.078
85. H 0.069
86. C -0.080
87. C -0.081
88. C -0.126
89. C -0.345
90. C -0.085
91. C -0.067
92. As 1.350
93. C -0.379
94. C -0.089
95. C -0.071
96. C -0.093
97. C -0.080
98. C -0.126
99. C -0.396

=====

(2)
Entry from the OMol25 dataset: C54H61AsIrN2O7PS3Si as an isolated structure (ωB97M-V/def2-TZVPD).

Structure (XYZ):
```
131
C54H61AsIrN2O7PS3Si, DFT ωB97M-V/def2-TZVPD
Ir 0.09 -1.26 0.58
O 0.67 -2.22 2.62
S 2.10 -2.43 2.27
O 3.02 -2.06 3.29
O 2.35 -1.80 0.95
C 2.31 -4.17 1.89
C 3.20 -4.94 2.62
C 3.49 -6.23 2.19
C 2.92 -6.72 1.02
C 2.04 -5.94 0.30
C 1.71 -4.65 0.74
P 0.62 -3.62 -0.29
C 1.58 -3.81 -1.83
C 1.03 -4.27 -3.02
C 1.83 -4.45 -4.14
C 3.19 -4.18 -4.06
C 3.74 -3.71 -2.89
C 2.94 -3.52 -1.78
C -0.82 -4.70 -0.61
C -1.04 -5.93 -0.02
C -2.18 -6.66 -0.33
C -3.11 -6.15 -1.21
C -2.94 -4.89 -1.75
C -1.80 -4.16 -1.45
H 3.66 -4.51 3.49
H 4.18 -6.84 2.74
H 3.16 -7.71 0.67
H 1.62 -6.31 -0.63
H -0.02 -4.54 -3.07
H 1.41 -4.84 -5.05
H 3.82 -4.36 -4.92
H 4.80 -3.52 -2.82
H 3.36 -3.13 -0.85
H -0.33 -6.33 0.70
H -2.33 -7.63 0.13
H -3.99 -6.73 -1.45
H -3.69 -4.46 -2.40
H -1.68 -3.15 -1.82
S -2.03 -2.88 1.29
C -2.39 -2.55 2.95
C -2.82 -3.57 3.80
C -3.17 -3.27 5.10
C -3.08 -1.97 5.58
C -2.62 -0.96 4.74
C -2.32 -1.23 3.41
As -1.70 0.07 2.13
C -3.18 0.21 0.86
C -4.31 -0.61 0.92
C -5.25 -0.55 -0.09
C -5.09 0.33 -1.15
C -3.98 1.16 -1.19
C -3.03 1.10 -0.20
C -1.95 1.69 3.19
C -0.91 2.13 4.01
C -1.13 3.16 4.91
C -2.38 3.75 5.00
C -3.41 3.33 4.17
C -3.20 2.30 3.27
H -2.88 -4.58 3.42
H -3.52 -4.06 5.75
H -3.36 -1.74 6.59
H -2.52 0.05 5.11
H -4.44 -1.30 1.74
H -6.12 -1.20 -0.06
H -5.82 0.36 -1.95
H -3.86 1.86 -2.01
H -2.15 1.74 -0.23
H 0.05 1.64 3.94
H -0.32 3.50 5.54
H -2.55 4.53 5.72
H -4.37 3.81 4.23
H -4.00 1.95 2.63
C 2.33 3.19 2.69
C 2.90 3.79 1.41
C 3.89 2.83 0.76
C 3.55 5.14 1.70
O 1.84 4.07 0.50
Si 0.67 3.30 -0.28
S 0.56 1.28 0.55
O 0.89 3.22 -1.87
C 1.77 3.77 -2.85
C 0.92 3.96 -4.11
C 2.90 2.78 -3.12
C 2.36 5.11 -2.39
O -0.80 3.78 0.13
C -1.47 5.05 0.22
C -0.66 6.14 -0.48
C -2.82 4.86 -0.46
C -1.62 5.38 1.70
H 3.10 3.10 3.44
H 1.93 2.20 2.48
H 1.52 3.81 3.07
H 4.69 2.58 1.44
H 4.33 3.29 -0.13
H 3.38 1.92 0.47
H 4.39 5.03 2.39
H 2.82 5.82 2.15
H 3.91 5.59 0.78
H 0.45 3.02 -4.38
H 1.54 4.29 -4.94
H 0.15 4.70 -3.94
H 2.50 1.87 -3.56
H 3.40 2.53 -2.19
H 3.62 3.22 -3.80
H 1.57 5.83 -2.21
H 3.02 5.50 -3.16
H 2.91 4.97 -1.47
H -0.57 5.91 -1.54
H 0.33 6.20 -0.05
H -1.15 7.10 -0.37
H -2.67 4.59 -1.50
H -3.41 5.78 -0.42
H -3.37 4.07 0.03
H -0.65 5.49 2.16
H -2.15 4.58 2.20
H -2.18 6.31 1.83
N -1.10 -2.33 -5.20
C -0.03 -1.52 -5.31
O 0.34 -1.04 -6.36
C 0.69 -1.22 -4.02
C 2.06 -0.98 -4.06
C 2.72 -0.64 -2.89
C 1.99 -0.56 -1.72
N 0.68 -0.80 -1.67
C 0.04 -1.11 -2.79
H -1.57 -2.60 -6.05
H -1.34 -2.82 -4.35
H 2.58 -1.03 -5.00
H 3.77 -0.44 -2.89
H 2.47 -0.32 -0.79
H -1.03 -1.23 -2.71
```

Output
LUMO (spin up / spin down) in eV: -1.91 / -5.22
Energy relative to the best compared isomer or geometry (same formula, charge and spin) in eV: 1.196
Spin multiplicity: 6
⟨S²⟩: 8.788
Charge: +1
Orbital gap (spin up / spin down) in eV: 7.95 / 5.22
Calculated total energy in eV: -187647.9689

Results of the Löwdin charge analysis, in e, for atoms 1 through 99:
1. Ir 0.779
2. O -0.453
3. S 0.474
4. O -0.255
5. O -0.458
6. C -0.251
7. C -0.032
8. C -0.042
9. C -0.045
10. C -0.087
11. C -0.327
12. P 1.024
13. C -0.336
14. C -0.087
15. C -0.068
16. C -0.067
17. C -0.068
18. C -0.094
19. C -0.451
20. C -0.085
21. C -0.055
22. C -0.060
23. C -0.068
24. C -0.201
25. H 0.120
26. H 0.114
27. H 0.114
28. H 0.120
29. H 0.091
30. H 0.113
31. H 0.110
32. H 0.115
33. H 0.109
34. H 0.103
35. H 0.112
36. H 0.110
37. H 0.111
38. H 0.080
39. S 0.890
40. C -0.647
41. C -0.079
42. C -0.052
43. C -0.034
44. C -0.055
45. C -0.377
46. As 1.206
47. C -0.398
48. C -0.125
49. C -0.071
50. C -0.074
51. C -0.067
52. C -0.119
53. C -0.371
54. C -0.115
55. C -0.071
56. C -0.074
57. C -0.082
58. C -0.102
59. H 0.110
60. H 0.114
61. H 0.116
62. H 0.106
63. H 0.093
64. H 0.109
65. H 0.107
66. H 0.109
67. H 0.065
68. H 0.101
69. H 0.111
70. H 0.109
71. H 0.112
72. H 0.107
73. C -0.043
74. C -0.633
75. C -0.015
76. C -0.013
77. O -0.132
78. Si -0.057
79. S 0.498
80. O -0.114
81. C -0.611
82. C -0.014
83. C -0.010
84. C -0.015
85. O -0.157
86. C -0.613
87. C -0.022
88. C -0.012
89. C -0.001
90. H 0.096
91. H 0.015
92. H 0.084
93. H 0.097
94. H 0.082
95. H 0.058
96. H 0.091
97. H 0.089
98. H 0.083
99. H 0.086